Computed, not measured: 2 unconnected molecules or ions with the total composition C8H12N4, with wB97M-V/def2-TZVPD.

## Properties
Structure (SMILES) ... Cc1c[nH]cn1.Cc1c[nH]cn1
LUMO ... 0.7 eV
Relative energy (zero: lowest compared OMol25 entry of this formula, charge and spin) ... 86.0 kcal/mol
HOMO level ... -8.5 eV

Each line ends with the Löwdin charge.
CARTESIAN COORDINATES (ANGSTROEM)
C 3.52152 0.12606 1.19681  -0.015
C 3.15171 -0.85196 -1.29142  -0.035
C 2.78688 -0.75118 0.08219  -0.376
C 1.48687 -2.32482 -0.77867  -0.084
N 2.27934 -1.82850 -1.80472  0.069
N 1.77224 -1.53561 0.36418  0.061
H 4.06625 -0.47987 -1.55657  0.073
H 2.32727 -2.14018 -2.64187  0.052
H 4.38101 0.53761 0.72752  0.040
H 3.64385 -0.54075 1.98720  0.038
H 0.93847 -3.17908 -0.76900  0.074
H 2.75619 1.02035 1.30178  0.114
C -3.74774 -0.19689 1.23580  -0.087
C -2.75946 0.80840 0.82677  -0.377
C -2.62880 2.77625 -0.25888  -0.172
C -1.78035 0.62624 -0.07156  -0.058
N -3.26729 2.14006 0.66689  0.052
N -1.85699 1.78599 -0.93168  0.041
H -2.98398 3.77656 -0.47758  0.111
H -3.24375 -1.22970 1.02135  0.101
H -4.60379 -0.25615 0.53767  0.077
H -1.01351 1.95446 -1.40825  0.096
H -1.17157 -0.24658 -0.29615  0.106
H -4.05436 0.00930 2.33818  0.101



Computed, not measured: 2 unconnected molecules or ions with the total composition C8H12N4, with wB97M-V/def2-TZVPD.

## Properties
Structure (SMILES) ... Cc1c[nH]cn1.Cc1c[nH]cn1
LUMO ... 1.0 eV
Relative energy (zero: lowest compared OMol25 entry of this formula, charge and spin) ... 94.2 kcal/mol
HOMO level ... -8.0 eV

Each line ends with the Löwdin charge.
CARTESIAN COORDINATES (ANGSTROEM)
C -1.31610 3.18331 -0.73512  -0.066
C 1.26699 3.45121 -0.05598  -0.103
C 0.15698 2.85414 -0.66563  -0.386
C 1.81388 1.42214 -0.51951  -0.151
N 2.34832 2.59997 0.05659  0.046
N 0.54482 1.63818 -1.03965  0.062
H 1.36279 4.42337 0.19099  0.064
H 3.20003 2.48304 0.68037  0.178
H -1.79364 2.96866 0.24744  0.073
H -1.84753 2.55791 -1.51235  0.078
H 2.29302 0.49486 -0.82385  0.097
H -1.62830 4.25775 -1.07514  0.094
C -0.21349 -2.23749 2.33273  -0.032
C -0.33151 -2.65097 0.91299  -0.373
C -1.42147 -3.33727 0.24096  -0.029
C -0.14679 -2.40796 -1.29948  -0.198
N 0.30728 -1.92952 -0.05124  0.059
N -1.06034 -3.37935 -1.18638  0.026
H 0.48983 -3.06546 2.76901  0.118
H -1.06000 -2.24830 2.75121  -0.012
H -2.24888 -3.65151 0.84363  0.082
H 0.40851 -2.36216 -2.29561  0.132
H -1.64712 -3.65327 -1.98344  0.148
H 0.52273 -1.41127 2.21745  0.092



Computed, not measured: a single C8H12N4O3 molecule, with wB97M-V/def2-TZVPD.

## Properties
Structure (SMILES) ... CCNC(=O)C1=C(N)[C@@H]([N+](=O)[O-])CN=C1
LUMO ... -0.2 eV
Relative energy (zero: lowest compared OMol25 entry of this formula, charge and spin) ... 126.6 kcal/mol
HOMO level ... -8.1 eV

Each line ends with the Löwdin charge.
CARTESIAN COORDINATES (ANGSTROEM)
C 0.31096 1.62204 -0.05040  -0.176
C 0.18868 0.26845 0.12024  -0.070
C 1.44663 -0.50773 0.33718  -0.149
C -1.05391 -0.44419 0.25344  -0.499
C 2.50886 1.71007 0.78942  -0.184
C 2.73465 0.22274 0.59724  -0.140
C -3.81813 -0.55052 -1.33718  -0.121
C -3.41477 -0.38905 0.08042  -0.286
N 1.36276 2.24650 0.22041  0.034
N 1.48913 -1.80685 0.35189  0.194
N -2.16570 0.26022 0.21986  0.039
N 3.73802 -0.15601 -0.46513  -0.372
O -1.08024 -1.64827 0.49370  0.018
O 4.09980 -1.29014 -0.32955  0.090
O 3.84781 0.66828 -1.31264  0.136
H -0.59590 2.17828 -0.47357  0.137
H 2.44580 1.96332 1.88820  0.156
H 3.40783 2.11132 0.40895  0.100
H 3.08425 -0.31887 1.47062  0.156
H -4.85350 -1.05823 -1.56803  0.114
H -3.90633 0.42196 -1.80167  0.056
H -3.02801 -1.03517 -1.94476  0.082
H -4.24295 0.26425 0.67839  0.161
H -3.26500 -1.40904 0.56816  0.132
H 0.56369 -2.15380 0.10548  0.093
H 2.23787 -2.43530 0.72320  0.161
H -2.04227 1.26571 -0.02385  0.139



Computed, not measured: a gas-phase ion, C8H12N5O2 (charge +1), with wB97M-V/def2-TZVPD.

## Properties
Structure (SMILES) ... [H]/N=C(/ONC(N)=[NH2+])c1ccnc(OC)c1
LUMO ... -3.4 eV
Charge ... +1
Relative energy (zero: lowest compared OMol25 entry of this formula, charge and spin) ... 67.6 kcal/mol
HOMO level ... -11.6 eV

Each line ends with the Löwdin charge.
CARTESIAN COORDINATES (ANGSTROEM)
C 1.92909 0.45107 -0.74324  -0.007
C 0.67932 0.70994 1.31066  0.122
C 2.82270 1.49279 -0.32790  -0.069
C 0.86074 0.08821 0.05998  -0.161
C 1.53228 1.84633 1.55231  -0.318
C -2.20800 -2.65001 -1.16253  -0.407
C 0.05815 -0.97921 -0.45448  -0.313
C 1.89789 3.69818 3.08693  -0.050
N 2.51349 2.19602 0.74891  0.134
N 0.13929 -1.81960 -1.43303  0.190
N -1.68736 -2.32674 0.04582  0.054
N -2.66509 -1.70935 -1.98363  0.231
N -2.36012 -3.99500 -1.34655  0.215
O -1.08335 -1.13685 0.33054  0.015
O 1.24462 2.53675 2.65469  -0.058
H 2.18500 -0.01728 -1.58736  0.060
H -0.07609 0.30560 1.94547  0.117
H 3.62265 1.95043 -1.03251  0.151
H 2.50831 3.31338 3.82184  0.068
H 1.14858 4.35345 3.50777  0.087
H 2.35145 4.33383 2.19619  0.139
H 0.95033 -1.85179 -2.01402  0.080
H -1.20177 -2.98668 0.63779  0.177
H -2.19864 -0.82893 -1.88523  0.121
H -2.68623 -2.09495 -2.91967  0.141
H -1.91095 -4.48184 -0.57811  0.131
H -2.75509 -4.37656 -2.21409  0.152



Computed, not measured: a molecular structure, C8H12N5PS, with wB97M-V/def2-TZVPD.

## Properties
LUMO ... -0.1 eV
Relative energy (zero: lowest compared OMol25 entry of this formula, charge and spin) ... 55.1 kcal/mol
HOMO level ... -7.9 eV

Each line ends with the Löwdin charge.
CARTESIAN COORDINATES (ANGSTROEM)
C -0.54844 0.90839 -1.77723  -0.117
C -0.81660 0.29754 -0.55263  -0.343
C -0.02391 0.08527 -2.83415  -0.312
C 0.01933 -1.66263 -1.34123  -0.362
C -0.62502 2.29491 -1.53478  -0.772
C 0.65741 -2.95401 -0.99548  -0.017
C -0.63129 1.17893 3.29854  -0.127
C 0.00910 0.85548 1.98464  -0.334
N -0.60414 -0.99030 -0.35690  0.005
N 0.03752 -1.22157 -2.61848  0.164
N -0.85096 2.39669 -0.12819  -0.009
N -1.08230 1.19502 0.41460  0.012
N 0.19788 0.59258 -4.05848  0.182
P 0.41346 -0.93666 1.73872  0.894
S -0.48201 3.54125 -2.58950  0.627
H 0.82371 -2.78254 0.06661  0.014
H 0.08969 -3.80647 -1.07382  0.055
H 1.53833 -3.05653 -1.64100  0.097
H 0.16535 1.48016 3.90867  0.075
H -1.23438 2.01330 3.25091  0.052
H -1.26286 0.46238 3.68628  0.047
H 0.70799 1.57289 1.63700  0.075
H -1.42221 3.21691 0.11691  0.153
H -0.10625 1.53648 -4.09325  0.018
H -0.01400 -0.02143 -4.79415  0.097
H -0.71152 -1.34360 2.32007  -0.088
H 1.28556 -1.00830 2.89463  -0.083